1.
The molecule C4H3ClOS. Source: the Open Molecules 2025 dataset; level of theory: the ωB97M-V functional and the def2-TZVPD basis.

Computed properties:
- ΔE to the lowest compared entry with this formula, charge and spin (eV) = 0.356
- gap between HOMO and LUMO (Ha) = 0.3407
- structure (SMILES) = Sc1coc(Cl)c1
- E (eV) = -29600.80057

```
! wB97M-V def2-TZVPD RIJCOSX def2/J DEFGRID3
* xyz 0 1
S -2.472 -0.312 -0.002
C -0.746 0.091 0.001
C -0.234 1.345 0.002
O 1.133 1.290 0.004
C 1.457 -0.010 -0.003
Cl 3.123 -0.398 0.000
C 0.362 -0.810 0.004
H -2.298 -1.650 0.030
H -0.659 2.348 -0.016
H 0.336 -1.894 -0.020
*
```

Results of the natural (NBO) charge analysis, in e, for atoms 1 through 8: 0.04, -0.24, 0.05, -0.40, 0.25, 0.05, -0.34, 0.13

***

2.
The molecule C5H4N2 in a non-equilibrium geometry. Source: the Open Molecules 2025 dataset; level of theory: the ωB97M-V functional and the def2-TZVPD basis.

Computed properties:
- ΔE to the lowest compared entry with this formula, charge and spin (eV) = 5.249
- gap between HOMO and LUMO (spin up / spin down) (Ha) = 0.3329 / 0.3329
- structure (SMILES) = C=C=C1N[C@H]1C#N
- E (eV) = -8224.24393

```
! wB97M-V def2-TZVPD RIJCOSX def2/J DEFGRID3
* xyz 0 1
C 2.201 -0.142 -0.426
C 1.446 0.461 0.495
C 0.202 0.025 0.360
N -0.629 -0.970 0.723
C -1.099 -0.023 -0.314
C -1.998 1.053 0.013
N -2.618 1.967 0.351
H 3.271 -0.218 -0.515
H 1.632 -0.732 -1.155
H -1.020 -1.038 1.653
H -1.161 -0.474 -1.302
*
```

Results of the natural (NBO) charge analysis, in e, for atoms 1 through 8: -0.38, -0.17, 0.33, -0.53, -0.22, 0.24, -0.27, 0.19

***

3.
The molecule C4H10N4O in a non-equilibrium geometry. Source: the Open Molecules 2025 dataset; level of theory: the ωB97M-V functional and the def2-TZVPD basis.

Computed properties:
- ΔE to the lowest compared entry with this formula, charge and spin (eV) = 3.188
- gap between HOMO and LUMO (Ha) = 0.2614
- structure (SMILES) = [H]/N=C\N(C)/C(N)=C(\N)O
- E (eV) = -12315.34684

```
! wB97M-V def2-TZVPD RIJCOSX def2/J DEFGRID3
* xyz 0 1
H -0.641 -1.054 -2.379
N 0.195 -0.480 -2.490
C 0.423 0.233 -1.422
N -0.602 0.525 -0.392
C -2.000 0.835 -0.620
C -0.011 0.266 0.786
N -0.337 0.865 1.963
C 1.223 -0.396 0.500
N 1.324 -1.760 0.206
O 2.286 0.053 1.294
H 1.189 1.012 -1.489
H -2.158 1.918 -0.620
H -2.304 0.429 -1.586
H -2.644 0.386 0.142
H 0.355 0.737 2.691
H -1.185 1.407 2.035
H 0.949 -1.984 -0.718
H 0.957 -2.379 0.918
H 2.980 -0.612 1.181
*
```

Results of the natural (NBO) charge analysis, in e, for atoms 1 through 8: 0.31, -0.79, 0.21, -0.41, -0.43, 0.39, -0.81, 0.22

***

4.
A structure of composition C23H22I2N2O3Tl. Source: the Open Molecules 2025 dataset; level of theory: the ωB97M-V functional and the def2-TZVPD basis.

Computed properties:
- ΔE to the lowest compared entry with this formula, charge and spin (eV) = 0.000
- gap between HOMO and LUMO (spin up / spin down) (Ha) = 0.2407 / 0.2148
- E (eV) = -54219.05325

```
! wB97M-V def2-TZVPD RIJCOSX def2/J DEFGRID3
* xyz 1 1
Tl 0.676 -1.642 0.361
I -6.759 0.398 -2.038
C -4.957 -0.539 -1.772
C -4.926 -1.905 -1.473
C -3.720 -2.541 -1.297
I -3.637 -4.531 -0.836
C -2.469 -1.806 -1.421
O -1.370 -2.361 -1.261
C -2.551 -0.384 -1.729
C -1.278 0.401 -1.823
N -0.721 0.641 -0.483
C 0.181 1.789 -0.453
C 1.526 1.509 -1.070
C 2.126 2.414 -1.931
C 3.404 2.150 -2.400
C 4.039 0.989 -1.996
C 3.360 0.134 -1.144
N 2.134 0.382 -0.688
C -3.766 0.210 -1.892
H -5.852 -2.454 -1.382
H -0.542 -0.147 -2.418
H -1.484 1.347 -2.342
H -1.482 0.827 0.163
H -0.265 2.661 -0.953
H 0.338 2.062 0.592
H 1.599 3.311 -2.227
H 3.894 2.842 -3.072
H 5.035 0.742 -2.333
H 3.821 -0.790 -0.813
H -3.828 1.265 -2.126
C -4.551 3.789 0.144
C -3.690 2.859 0.940
C -2.564 3.334 1.611
C -1.788 2.506 2.410
C -0.618 3.039 3.178
C -2.150 1.151 2.452
C -3.299 0.630 1.827
C -3.680 -0.811 1.958
C -4.038 1.509 1.057
C -1.214 0.167 3.136
O -1.633 0.400 4.303
O -0.407 -0.587 2.645
H -3.988 4.653 -0.206
H -5.376 4.161 0.754
H -4.992 3.284 -0.716
H -2.302 4.382 1.530
H -0.416 4.071 2.896
H 0.283 2.449 2.995
H -0.810 3.009 4.250
H -2.858 -1.468 1.662
H -4.542 -1.037 1.333
H -3.933 -1.060 2.990
H -4.917 1.140 0.540
*
```

Results of the natural (NBO) charge analysis, in e, for atoms 1 through 8: 0.89, 0.28, -0.14, -0.29, -0.21, 0.30, 0.45, -0.59

***

5.
A cluster of 2 separate species, C17H23O2Si in total in a non-equilibrium geometry. Source: the Open Molecules 2025 dataset; level of theory: the ωB97M-V functional and the def2-TZVPD basis.

Computed properties:
- gap between HOMO and LUMO (Ha) = 0.2139
- E (eV) = -29965.68458

```
! wB97M-V def2-TZVPD RIJCOSX def2/J DEFGRID3
* xyz 1 1
C -2.403 -2.658 -0.550
O -1.883 -1.732 0.376
C -2.610 -0.617 0.739
C -1.652 0.544 0.874
C -2.026 1.837 0.499
C -1.266 2.924 0.923
C -0.120 2.725 1.717
C 0.311 1.412 1.988
C -0.433 0.325 1.538
H -1.821 -3.576 -0.408
H -3.477 -2.835 -0.372
H -2.298 -2.331 -1.604
H -3.469 -0.377 0.035
H -2.989 2.002 0.013
H -1.567 3.965 0.752
H 0.442 3.546 2.176
H 1.193 1.193 2.606
H -0.227 -0.712 1.838
C -4.384 0.239 9.330
O -3.545 0.464 8.208
C -3.932 0.024 6.979
C -3.012 0.311 5.931
C -3.339 -0.108 4.637
C -4.534 -0.791 4.356
Si -4.982 -1.359 2.631
H -3.628 -0.825 1.757
C -5.148 -3.229 2.683
C -6.580 -0.512 2.140
C -5.420 -1.059 5.429
C -5.157 -0.669 6.738
H -3.812 0.696 10.135
H -5.367 0.723 9.213
H -4.548 -0.834 9.515
H -2.083 0.855 6.204
H -2.645 0.103 3.827
H -4.179 -3.682 2.934
H -5.908 -3.654 3.381
H -5.424 -3.533 1.665
H -6.425 0.577 2.108
H -6.792 -0.864 1.118
H -7.491 -0.707 2.763
H -6.345 -1.590 5.222
H -5.868 -0.887 7.560
*
```

Results of the natural (NBO) charge analysis, in e, for atoms 1 through 8: -0.26, -0.47, 0.27, -0.14, -0.17, -0.20, -0.15, -0.20

***

6.
A structure of composition C40H27AsBr2F6N3O3PdS. Source: the Open Molecules 2025 dataset; level of theory: the ωB97M-V functional and the def2-TZVPD basis.

Computed properties:
- gap between HOMO and LUMO (spin up / spin down) (Ha) = 0.2018 / 0.1665
- E (eV) = -284075.77837

```
! wB97M-V def2-TZVPD RIJCOSX def2/J DEFGRID3
* xyz 0 2
Pd -1.100 0.366 0.039
Br -0.652 5.398 -0.945
C -1.605 4.549 0.405
C -2.304 5.274 1.351
C -3.022 4.633 2.346
Br -3.943 5.690 3.581
C -3.069 3.204 2.454
C -3.754 2.493 3.449
C -3.662 1.126 3.474
C -2.890 0.472 2.516
N -2.266 1.124 1.551
C -2.342 2.468 1.517
C -1.588 3.114 0.443
O -0.971 2.425 -0.391
H -2.292 6.354 1.311
H -4.324 3.024 4.198
H -4.151 0.547 4.243
H -2.767 -0.601 2.529
C 3.662 5.324 -2.213
C 3.159 3.930 -1.952
C 3.166 2.972 -2.963
C 2.730 1.679 -2.722
C 2.268 1.345 -1.457
C 2.255 2.280 -0.432
C 2.704 3.565 -0.688
S 1.643 -0.274 -1.128
O 2.371 -1.213 -1.940
O 1.660 -0.442 0.298
N 0.062 -0.194 -1.555
C -0.424 -0.407 -2.842
C 0.315 -0.883 -3.912
C -0.252 -1.084 -5.184
C -1.564 -0.819 -5.438
C -2.357 -0.293 -4.396
C -3.714 0.047 -4.594
C -4.437 0.597 -3.579
C -3.787 0.817 -2.349
N -2.540 0.504 -2.127
C -1.801 -0.065 -3.112
H 3.427 5.648 -3.227
H 4.747 5.371 -2.096
H 3.227 6.038 -1.513
H 3.523 3.240 -3.951
H 2.757 0.932 -3.504
H 1.907 2.000 0.555
H 2.703 4.295 0.114
H 1.349 -1.147 -3.774
H 0.388 -1.469 -5.968
H -2.004 -0.983 -6.414
H -4.157 -0.133 -5.567
H -5.476 0.869 -3.701
H -4.327 1.274 -1.525
C -0.906 -1.408 0.613
C -0.391 -2.478 0.929
C 0.443 -3.525 1.219
C 0.197 -4.798 0.535
C 0.311 -6.021 1.202
C 0.033 -7.200 0.534
C -0.333 -7.171 -0.805
C -0.445 -5.958 -1.475
C -0.204 -4.773 -0.805
C 1.573 -3.305 2.094
C 2.644 -4.215 2.149
C 3.743 -3.942 2.937
C 3.798 -2.757 3.666
C 2.763 -1.833 3.598
C 1.659 -2.101 2.815
H 0.580 -6.039 2.250
H 0.101 -8.145 1.058
H -0.536 -8.096 -1.328
H -0.726 -5.934 -2.519
H -0.288 -3.822 -1.316
H 2.632 -5.104 1.535
H 4.572 -4.636 2.965
H 4.669 -2.542 4.273
H 2.821 -0.893 4.132
H 0.875 -1.366 2.735
F 0.426 2.395 2.313
As 0.592 1.873 3.986
F -0.430 0.491 3.625
F -0.862 2.774 4.353
F 0.679 1.337 5.627
F 1.549 3.264 4.324
F 1.980 0.950 3.569
*
```

Results of the Löwdin charge analysis, in e, for atoms 1 through 8: 1.01, 0.90, -0.57, -0.15, -0.58, 0.88, -0.19, -0.01